{
  "formula": "C41H110F3LiO26",
  "method": "ωB97M-V/def2-TZVPD",
  "total_charge": 0,
  "homo_ev": -9.05,
  "gap_ha": 0.2641,
  "relative_energy_ev": 0.0000,
  "elements": ["F", "F", "F", "O", "O", "O", "O", "O", "O", "O", "O", "O", "O", "O", "O", "O", "O", "O", "O", "O", "O", "O", "O", "O", "O", "O", "O", "O", "O", "C", "C", "C", "C", "C", "C", "C", "C", "C", "C", "C", "C", "C", "C", "C", "C", "C", "C", "C", "C", "C", "C", "C", "C", "C", "C", "C", "C", "C", "C", "C", "C", "C", "C", "C", "C", "C", "C", "C", "C", "C", "Li", "H", "H", "H", "H", "H", "H", "H", "H", "H", "H", "H", "H", "H", "H", "H", "H", "H", "H", "H", "H", "H", "H", "H", "H", "H", "H", "H", "H", "H", "H", "H", "H", "H", "H", "H", "H", "H", "H", "H", "H", "H", "H", "H", "H", "H", "H", "H", "H", "H", "H", "H", "H", "H", "H", "H", "H", "H", "H", "H", "H", "H", "H", "H", "H", "H", "H", "H", "H", "H", "H", "H", "H", "H", "H", "H", "H", "H", "H", "H", "H", "H", "H", "H", "H", "H", "H", "H", "H", "H", "H", "H", "H", "H", "H", "H", "H", "H", "H", "H", "H", "H", "H", "H", "H", "H", "H", "H", "H", "H", "H"],
  "xyz": [[0.493, -2.591, -1.695], [1.256, -0.979, -0.516], [-0.568, -0.716, -1.628], [6.248, -1.188, 0.622], [2.295, 1.453, 7.505], [-4.372, 2.873, 0.919], [-4.777, 1.286, -1.360], [2.248, -8.074, -4.939], [-1.282, -0.927, 1.001], [3.303, 2.202, -6.766], [-1.833, -5.013, -1.821], [-1.283, 5.860, 2.433], [-1.207, -1.326, 6.501], [-5.638, 0.166, -3.930], [-3.483, -5.145, -6.679], [4.086, -2.095, 2.231], [2.344, 1.346, -4.356], [0.161, 8.004, 1.470], [-2.462, -3.336, -4.956], [-3.793, -1.630, 1.987], [2.070, 5.035, 0.147], [-4.786, 0.726, 2.784], [2.181, 2.468, 4.698], [0.212, -2.854, 4.358], [-3.364, 4.267, 5.908], [1.947, -5.293, -5.376], [-4.303, -3.397, -0.741], [3.056, 2.272, 0.671], [-1.644, -2.977, 0.183], [-1.803, -1.830, 5.339], [2.911, -2.835, 2.476], [3.438, -8.520, -4.346], [-0.771, -1.838, 4.238], [-2.007, -1.242, 7.651], [1.098, -2.794, 5.443], [-0.413, 0.169, 1.274], [0.113, -1.592, -0.866], [0.796, 9.271, 1.583], [3.940, -1.227, 1.120], [0.094, 5.706, 2.206], [-3.535, -3.769, -7.000], [-2.422, -2.980, -6.321], [2.438, 1.127, 5.055], [-3.292, 2.862, 5.852], [-0.680, -2.060, 0.365], [1.924, 6.442, 0.029], [-3.940, 0.258, -0.867], [-1.216, 1.218, 2.011], [-1.979, 4.643, 2.383], [-1.637, -2.497, -4.171], [2.289, -4.001, -4.917], [4.495, 2.707, -7.334], [2.420, -7.438, -6.184], [3.063, 0.967, 6.419], [2.706, 3.224, 1.651], [0.762, 7.066, 2.327], [2.919, 4.669, 1.205], [-4.283, -5.925, -7.543], [1.708, 2.428, -5.002], [-5.142, -0.886, -4.716], [1.499, 0.630, -3.499], [7.454, -0.478, 0.469], [2.955, -6.038, -6.037], [0.959, 2.969, 5.232], [2.177, 2.159, -0.417], [-6.237, -0.230, -2.706], [1.116, 0.694, 7.733], [-6.088, 0.892, -1.714], [5.158, -0.350, 0.961], [2.769, 3.112, -5.832], [-2.369, -4.583, 1.205], [1.167, 1.814, -0.173], [3.103, -0.554, 1.366], [-2.187, 1.437, 1.563], [0.407, -0.188, 1.908], [3.285, -0.095, 6.606], [1.400, -0.341, 7.947], [2.326, 3.938, -6.401], [-3.017, 4.732, 2.685], [5.319, 2.706, -6.609], [0.906, 2.002, -5.624], [3.675, -1.804, 0.229], [-0.581, -2.683, -4.399], [-3.618, -3.543, -8.067], [3.347, -3.908, -4.648], [-3.607, -2.715, -0.729], [-2.204, -2.846, 5.488], [0.031, 10.012, 1.356], [-5.748, -1.156, -2.390], [2.113, -2.141, 2.759], [-4.952, -0.498, -5.716], [-2.910, -1.517, 1.565], [8.240, -1.196, 0.253], [2.603, -3.400, 1.585], [1.693, -1.870, 5.430], [3.328, 3.013, 2.525], [2.886, 6.958, -0.042], [-2.940, -0.712, 7.429], [-4.325, 2.160, 1.582], [4.038, -7.684, -3.974], [1.452, -7.335, -6.673], [0.953, 1.330, -2.853], [1.997, -0.132, -2.907], [4.011, 1.503, 6.445], [2.016, -3.274, -5.681], [-0.653, 2.152, 2.007], [2.759, 5.345, 2.057], [-6.659, 0.749, -0.785], [3.151, -3.585, 3.227], [-0.058, 0.667, 0.371], [1.169, 3.104, -4.328], [-6.483, 1.799, -2.184], [-4.146, 2.291, 5.486], [4.027, -9.115, -5.056], [-4.018, -5.813, -8.600], [0.710, 0.116, -4.071], [0.568, 1.127, 8.566], [-5.587, 0.742, 3.318], [1.756, -3.851, -3.979], [1.377, 6.853, 0.882], [3.885, -5.927, -5.464], [-4.070, -6.949, -7.239], [-1.456, 0.950, 3.044], [-4.724, 2.444, 0.109], [-4.477, -3.417, -6.553], [-4.015, -2.558, 1.854], [1.695, 3.067, 2.056], [3.079, -8.039, -6.821], [3.512, 3.474, -5.112], [7.405, 0.318, -0.279], [0.905, 4.045, 5.066], [0.609, 7.361, 3.373], [-1.534, 3.861, 3.016], [-1.496, -0.708, 8.448], [-5.893, -1.680, -4.795], [1.222, 9.468, 2.569], [-1.245, -2.030, 3.273], [0.884, 2.811, 6.305], [-2.457, 2.522, 5.226], [-4.202, -1.328, -4.366], [3.203, -9.193, -3.524], [3.179, -5.573, -7.008], [-1.462, -3.275, -6.760], [-7.309, -0.379, -2.870], [0.156, 2.557, 4.611], [-2.957, 0.674, -0.654], [1.372, 6.570, -0.899], [0.059, -2.438, 1.086], [1.845, 6.964, 2.202], [0.619, -2.808, 6.426], [-0.265, -0.888, 4.030], [4.971, 0.279, 0.084], [3.232, 0.805, 4.371], [-1.773, -2.770, -3.129], [0.504, 0.739, 6.829], [-1.773, -4.194, -1.300], [4.777, 2.015, -8.123], [0.257, 5.326, 1.187], [-2.695, 4.523, 6.548], [-4.334, -3.712, 0.162], [1.628, 0.430, 4.817], [5.286, 0.227, 1.880], [7.716, 0.017, 1.412], [-1.924, 4.221, 1.372], [-2.706, -1.245, 5.102], [-3.100, 2.370, 6.815], [-5.338, -5.670, -7.391], [-0.925, -5.334, -1.875], [-3.767, -0.516, -1.623], [2.550, 1.298, -0.985], [0.518, 4.995, 2.921], [4.374, 3.747, -7.651], [1.741, -3.671, 5.382], [-4.518, -0.224, 2.732], [3.995, 4.772, 1.006], [2.193, 2.976, -1.138], [-4.388, -0.136, 0.049], [-1.893, -1.452, -4.376], [-2.265, -2.236, 8.029], [-2.610, -1.909, -6.440], [1.585, 9.326, 0.825]]
}

***

{
  "formula": "C8H23BIN2O8P",
  "method": "ωB97M-V/def2-TZVPD",
  "total_charge": 0,
  "smiles": "N=P(O)(O)N(B(O)O)C(=O)OCCCI.CCO.CCO",
  "homo_ev": -9.05,
  "gap_ha": 0.3247,
  "elements": ["I", "P", "O", "O", "O", "O", "O", "O", "O", "O", "N", "N", "C", "C", "C", "C", "C", "C", "C", "C", "B", "H", "H", "H", "H", "H", "H", "H", "H", "H", "H", "H", "H", "H", "H", "H", "H", "H", "H", "H", "H", "H", "H", "H"],
  "xyz": [[5.870, -1.771, -1.335], [-1.205, -1.470, 0.583], [-4.422, -0.502, 2.722], [1.510, 0.259, -0.254], [-0.573, -1.953, -2.936], [-0.012, 4.706, -2.787], [-0.412, 1.552, -0.913], [1.024, -2.389, -1.429], [-0.071, -2.478, 1.059], [-0.930, -0.186, 1.526], [-2.620, -2.053, 0.573], [-0.660, -0.861, -0.908], [-4.119, -0.380, 5.144], [1.159, 4.952, -2.020], [2.344, 4.149, -2.526], [1.955, -2.733, -2.461], [3.213, -3.264, -1.811], [-0.092, -1.788, -1.854], [-4.518, 0.342, 3.871], [3.830, -2.252, -0.839], [0.186, 0.351, -0.669], [1.535, -3.495, -3.120], [3.908, -3.463, -2.626], [2.178, -1.868, -3.088], [3.011, -4.200, -1.292], [-3.234, -1.532, 1.188], [1.630, 0.658, 0.616], [3.907, -2.644, 0.168], [-0.207, 3.765, -2.724], [2.138, 3.077, -2.466], [-1.774, 0.238, 1.735], [-3.100, -0.760, 5.063], [-5.536, 0.732, 3.953], [-3.852, 1.184, 3.683], [-4.777, -1.232, 5.326], [2.542, 4.389, -3.570], [-5.012, -1.252, 2.849], [0.050, 2.238, -0.415], [3.243, 4.357, -1.942], [0.964, 4.720, -0.964], [-4.178, 0.287, 6.005], [0.446, -2.136, 1.797], [3.294, -1.312, -0.821], [1.365, 6.019, -2.089]]
}

***

{
  "formula": "C7H10N",
  "method": "ωB97M-V/def2-TZVPD",
  "total_charge": 1,
  "homo_ev": -13.18,
  "gap_ha": 0.3421,
  "relative_energy_ev": 5.2915,
  "elements": ["N", "C", "C", "C", "C", "C", "C", "C", "H", "H", "H", "H", "H", "H", "H", "H", "H", "H"],
  "xyz": [[-0.197, 1.540, -0.038], [0.514, 1.467, -1.258], [0.384, -0.862, -1.296], [0.886, 0.350, -1.837], [-1.319, -0.293, 1.671], [-0.305, 0.254, 0.702], [0.121, -0.168, 2.086], [0.468, -2.187, -1.428], [-2.136, 0.171, 2.232], [0.972, -2.660, -2.261], [1.424, 0.222, -2.736], [-0.053, -2.813, -0.816], [0.246, 2.256, 0.517], [0.721, -1.029, 2.118], [0.574, 2.479, -1.634], [-1.162, 1.883, -0.155], [-1.657, -1.231, 1.529], [0.517, 0.620, 2.607]]
}

***

no.,electronic energy (eV)
1,-105880.315
2,-46099.266
3,-8898.302